Molecular formula: C4H14N2O
Method: DFT, the ωB97M-V functional and the def2-TZVPD basis

Values from the calculation:
ΔE to the lowest compared entry with this formula, charge and spin: 2.302 eV
Highest occupied orbital energy: -8.4264 eV

```
! wB97M-V def2-TZVPD RIJCOSX def2/J DEFGRID3
* xyz 0 1
C -2.117 1.112 0.175
C -0.651 1.389 0.263
C 0.268 0.320 -0.300
N 1.356 0.165 0.757
C 1.280 0.444 -1.517
N 1.924 -0.826 -1.717
H -2.453 1.070 -0.845
H -2.331 0.096 0.613
H -2.752 1.833 0.822
H -0.481 1.555 1.396
H -0.396 2.414 -0.084
H -0.246 -0.629 -0.465
H 0.921 -0.072 1.593
H 1.996 -0.561 0.682
H 0.810 0.787 -2.498
H 2.030 1.264 -1.200
H 1.374 -1.482 -2.140
H 2.929 -0.851 -1.853
O -1.693 -1.973 1.814
H -1.320 -2.883 1.930
H -2.181 -1.722 2.527
*
```

Molecular formula: C27H36Br2CuGeIN3OSe
Method: DFT, the ωB97M-V functional and the def2-TZVPD basis

Values from the calculation:
Expectation value of S²: 0.772
ΔE to the lowest compared entry with this formula, charge and spin: 0.353 eV
Highest occupied orbital energy (alpha / beta): -4.6906 / -7.8717 eV

```
! wB97M-V def2-TZVPD RIJCOSX def2/J DEFGRID3
* xyz 0 2
Cu -0.023 0.150 0.302
Br -4.800 4.077 -1.598
C -3.602 2.843 -0.808
C -2.445 3.330 -0.153
C -1.592 2.385 0.341
N -1.764 1.045 0.283
C -2.977 0.588 -0.218
C -3.865 1.514 -0.837
C -3.383 -0.766 -0.016
C -4.482 -1.327 -0.734
C -4.931 -2.566 -0.390
Br -6.377 -3.337 -1.345
C -4.338 -3.295 0.647
C -3.237 -2.700 1.240
N -2.743 -1.508 0.931
H -2.235 4.384 -0.061
H -0.671 2.714 0.810
H -4.788 1.165 -1.276
H -4.938 -0.803 -1.561
H -4.706 -4.260 0.957
H -2.705 -3.240 2.020
C 1.124 -0.442 2.980
C 2.164 -0.943 1.970
C 3.249 0.133 1.851
C 1.530 -1.042 0.553
C 2.755 -2.275 2.445
C 2.004 -3.150 3.233
C 2.492 -4.399 3.596
C 3.753 -4.806 3.186
C 4.523 -3.939 2.424
C 4.030 -2.692 2.066
H 0.877 0.598 2.756
H 1.507 -0.494 4.002
H 0.188 -1.002 2.931
H 2.794 1.046 1.468
H 4.034 -0.141 1.146
H 3.710 0.333 2.821
H 2.303 -1.081 -0.213
H 1.018 -2.863 3.573
H 1.881 -5.053 4.205
H 4.135 -5.777 3.469
H 5.519 -4.229 2.112
H 4.661 -2.036 1.482
N 1.746 3.838 0.789
C 1.468 3.245 -0.390
O 1.419 2.034 -0.529
C 1.270 4.128 -1.604
I 0.353 6.023 -1.261
H 1.875 3.255 1.599
H 1.653 4.832 0.910
H 0.654 3.591 -2.315
H 2.240 4.346 -2.044
C 1.642 -4.472 -3.405
Ge 2.697 -4.198 -1.782
C 3.872 -2.662 -2.048
C 3.799 -5.778 -1.458
C 1.513 -4.145 -0.204
Se 0.435 -2.591 0.333
C -0.262 -2.299 -1.444
H 2.275 -4.919 -4.173
H 1.248 -3.534 -3.797
H 0.806 -5.147 -3.220
H 4.448 -2.835 -2.959
H 4.568 -2.562 -1.218
H 3.326 -1.728 -2.167
H 4.504 -5.928 -2.277
H 3.181 -6.672 -1.370
H 4.362 -5.656 -0.533
H 2.086 -4.421 0.681
H 0.772 -4.937 -0.356
H 0.564 -2.017 -2.093
H -1.008 -1.511 -1.400
H -0.719 -3.231 -1.773
*
```

Molecular formula: C22H20FN2O8S2
Method: DFT, the ωB97M-V functional and the def2-TZVPD basis

Values from the calculation:
Highest occupied orbital energy: -4.2500 eV

```
! wB97M-V def2-TZVPD RIJCOSX def2/J DEFGRID3
* xyz -1 1
C -6.538 4.595 0.754
C -5.833 5.731 0.372
C -4.730 6.123 1.130
C -4.325 5.378 2.222
S -3.011 5.908 3.333
N -1.589 5.637 2.365
F -1.725 3.643 2.431
S -0.164 5.762 3.335
C 1.107 5.407 2.105
C 1.788 4.226 2.310
C 2.766 3.804 1.421
C 3.180 4.643 0.396
C 2.575 5.909 0.253
C 1.557 6.292 1.135
O -0.103 7.166 3.745
O 0.019 4.696 4.318
O -3.037 7.345 3.489
O -3.100 4.997 4.464
C -5.084 4.299 2.649
C -6.081 3.812 1.830
H -7.450 4.300 0.240
H -6.125 6.316 -0.509
H -4.147 7.009 0.917
H 1.480 3.624 3.151
H 3.188 2.815 1.586
H 3.970 4.329 -0.277
H 2.891 6.588 -0.538
H 1.053 7.257 1.083
H -4.845 3.859 3.617
H -6.510 2.837 2.058
C -5.844 0.441 3.294
C -4.772 0.638 2.246
O -3.755 1.586 2.823
C -2.731 1.780 1.991
C -1.442 2.181 2.678
C -0.207 1.503 2.168
C -0.089 0.815 0.935
C 0.962 -0.058 0.664
C 2.029 -0.125 1.559
N 3.057 -1.105 1.367
O 3.931 -1.172 2.276
O 2.994 -1.823 0.345
C 2.013 0.678 2.714
C 0.923 1.449 3.021
O -2.835 1.827 0.757
H -6.628 -0.261 2.899
H -5.515 -0.066 4.208
H -6.286 1.388 3.712
H -4.214 -0.321 2.092
H -5.238 0.887 1.256
H -1.507 2.242 3.805
H -0.864 0.985 0.198
H 1.004 -0.616 -0.248
H 2.889 0.638 3.354
H 0.954 2.064 3.939
*
```

Molecular formula: C12H49N3O11
Method: DFT, the ωB97M-V functional and the def2-TZVPD basis

Values from the calculation:
ΔE to the lowest compared entry with this formula, charge and spin: 25.091 eV
Highest occupied orbital energy: -7.2884 eV

```
! wB97M-V def2-TZVPD RIJCOSX def2/J DEFGRID3
* xyz 0 1
C -0.559 -2.768 25.733
C -0.632 -2.964 27.202
C 0.376 -2.321 28.142
O 1.679 -2.859 27.914
C 2.703 -2.537 28.863
N -1.934 -2.433 27.590
H -0.206 -1.780 25.437
H -1.439 -3.098 25.182
H 0.233 -3.434 25.388
H -0.742 -4.046 27.272
H 0.129 -2.633 29.156
H 0.329 -1.233 28.093
H 3.692 -2.873 28.551
H 2.533 -2.941 29.861
H 2.781 -1.453 28.934
H -2.633 -2.900 27.029
H -2.189 -2.578 28.556
C 4.193 -6.267 30.431
C 3.560 -4.945 30.780
C 2.000 -4.986 30.809
O 1.421 -4.756 29.526
C 0.010 -4.952 29.334
N 4.055 -4.578 32.105
H 3.813 -6.627 29.474
H 3.886 -7.056 31.117
H 5.275 -6.381 30.496
H 3.821 -4.101 30.141
H 1.687 -4.100 31.363
H 1.575 -5.841 31.335
H -0.376 -4.549 28.398
H -0.583 -4.358 30.030
H -0.253 -5.990 29.537
H 5.059 -4.686 32.077
H 3.775 -5.219 32.833
C -1.819 0.741 31.481
C -1.803 -0.364 30.447
C -2.016 -1.822 30.937
O -1.758 -2.786 29.885
C -2.255 -4.050 30.263
N -2.794 0.008 29.448
H -2.831 0.930 31.839
H -1.753 1.789 31.189
H -1.161 0.509 32.319
H -0.872 -0.284 29.885
H -2.992 -2.009 31.386
H -1.375 -1.955 31.809
H -3.317 -4.258 30.132
H -1.873 -4.273 31.259
H -1.960 -4.780 29.509
H -2.809 -0.803 28.846
H -2.349 0.841 29.091
O -1.339 -5.332 28.002
H -2.205 -5.678 28.217
H -0.732 -5.875 28.505
O -3.434 -5.856 28.839
H -3.853 -5.293 29.491
H -2.737 -6.302 29.320
O -0.776 -7.495 28.404
H 0.130 -7.718 28.190
H -1.294 -7.906 27.712
O -3.083 -3.983 26.638
H -3.433 -4.396 27.428
H -2.600 -4.680 26.196
O 0.278 -5.489 26.231
H 1.155 -5.107 26.230
H -0.264 -4.843 26.684
O -4.139 -7.002 27.234
H -3.930 -6.347 27.900
H -3.549 -6.800 26.507
O -1.535 -6.044 30.311
H -2.138 -6.463 30.924
H -0.921 -5.565 30.867
O -2.573 -6.561 26.055
H -2.404 -6.350 25.137
H -1.863 -6.134 26.535
*
```

Molecular formula: C6H10ClF3N2O
Method: DFT, the ωB97M-V functional and the def2-TZVPD basis

Values from the calculation:
ΔE to the lowest compared entry with this formula, charge and spin: 0.000 eV
Highest occupied orbital energy: -8.6838 eV

```
! wB97M-V def2-TZVPD RIJCOSX def2/J DEFGRID3
* xyz 0 1
C -1.644 -0.325 1.272
N -0.382 -0.983 1.070
C -0.321 -2.392 1.367
C 0.747 -0.161 0.815
Cl 2.340 -1.089 1.042
N 0.709 0.459 -0.512
C 1.200 -0.312 -1.658
C 0.687 1.848 -0.535
O 1.271 2.590 0.243
C -0.359 2.387 -1.546
F -0.032 2.087 -2.839
F -1.576 1.791 -1.307
F -0.529 3.724 -1.440
H -2.408 -1.096 1.438
H -1.603 0.356 2.139
H -1.918 0.262 0.386
H -1.357 -2.764 1.390
H 0.234 -2.921 0.575
H 0.153 -2.595 2.344
H 0.789 0.656 1.557
H 0.385 -0.572 -2.348
H 1.961 0.270 -2.203
H 1.654 -1.221 -1.248
*
```

Molecular formula: C4H11N3O2
Method: DFT, the ωB97M-V functional and the def2-TZVPD basis

Values from the calculation:
ΔE to the lowest compared entry with this formula, charge and spin: 0.391 eV
Highest occupied orbital energy: -8.5038 eV

```
! wB97M-V def2-TZVPD RIJCOSX def2/J DEFGRID3
* xyz 0 1
C 1.750 1.689 1.073
N 0.529 0.909 0.833
C -0.639 1.485 0.778
N -1.715 0.652 0.786
N -0.844 2.826 0.761
H 1.926 1.649 2.144
H 1.639 2.727 0.781
H 2.563 1.187 0.572
H -1.485 -0.314 0.560
H -2.695 0.866 0.891
H -0.033 3.389 0.560
H -1.673 3.371 0.852
C 0.695 -3.170 -1.628
C 0.157 -1.972 -0.939
O -0.877 -1.942 -0.296
O 0.938 -0.908 -1.064
H 0.501 -3.040 -2.693
H 0.255 -4.123 -1.365
H 1.754 -3.354 -1.501
H 0.637 -0.208 -0.397
*
```

Molecular formula: Cl2H4Si2
Method: DFT, the ωB97M-V functional and the def2-TZVPD basis

Values from the calculation:
ΔE to the lowest compared entry with this formula, charge and spin: 2.236 eV
Highest occupied orbital energy: -8.5988 eV

```
! wB97M-V def2-TZVPD RIJCOSX def2/J DEFGRID3
* xyz 0 1
Si 1.505 0.204 -1.527
Si -2.029 0.464 1.050
Cl -4.087 0.330 0.776
Cl -1.654 2.498 0.659
H -1.505 -0.383 -0.070
H 0.727 0.827 -2.548
H 1.990 1.331 -0.824
H -1.500 0.318 2.306
*
```

Molecular formula: C34H24Cl4N6O2S3V
Method: DFT, the ωB97M-V functional and the def2-TZVPD basis

Values from the calculation:
Expectation value of S²: 3.778
ΔE to the lowest compared entry with this formula, charge and spin: 4.874 eV
Highest occupied orbital energy (alpha / beta): -0.5389 / -1.1703 eV

```
! wB97M-V def2-TZVPD RIJCOSX def2/J DEFGRID3
* xyz -2 4
V -0.056 0.419 1.012
C 2.415 -0.570 -1.969
N 1.115 0.049 -1.802
C 1.153 1.415 -2.323
C 1.409 2.437 -1.234
N 0.340 2.498 -0.205
C -0.924 2.939 -0.827
C 0.808 3.421 0.816
C 0.365 4.733 0.894
C 0.877 5.602 1.851
C 1.849 5.154 2.732
C 2.286 3.840 2.665
C 1.771 2.949 1.723
S 2.260 1.272 1.675
C -0.082 -0.732 -2.202
C 0.139 -1.662 -3.423
C -0.944 -2.668 -3.637
C -2.875 -3.450 -2.213
C -2.490 -3.221 -0.947
C -1.512 -2.227 -0.559
S -1.919 -1.103 0.657
H 2.777 -0.510 -3.009
H 2.415 -1.619 -1.688
H 3.138 -0.061 -1.325
H 0.212 1.618 -2.824
H 1.963 1.518 -3.062
H 1.501 3.433 -1.692
H 2.341 2.207 -0.718
H -0.760 3.827 -1.453
H -1.642 3.159 -0.042
H -1.291 2.116 -1.439
H -0.404 5.086 0.223
H 0.501 6.616 1.912
H 2.248 5.818 3.490
H 3.016 3.466 3.373
H 0.876 -1.483 -4.199
H -0.700 -3.298 -4.488
H -3.633 -4.207 -2.399
H -3.014 -3.729 -0.137
S 1.982 -6.183 -2.940
N 1.001 -5.002 -3.504
C 0.851 -4.131 -2.532
C 0.041 -2.927 -2.550
C -2.446 -2.579 -3.387
C -2.978 -1.175 -3.255
C -2.364 -0.107 -2.676
N -1.143 0.156 -2.190
C -0.201 -2.096 -1.276
C 0.840 -2.375 -0.215
N 1.004 -1.484 0.777
C 1.786 -1.790 1.824
C 2.492 -2.968 1.927
C 2.404 -3.869 0.883
C 1.584 -3.580 -0.191
C 1.567 -4.476 -1.344
N 2.238 -5.601 -1.436
H -2.907 -3.017 -4.279
H -4.034 -1.059 -3.477
H -3.022 0.764 -2.582
H 1.829 -1.047 2.607
H 3.106 -3.152 2.797
H 2.968 -4.793 0.875
Cl -2.297 0.968 7.436
C -2.045 1.236 5.737
C -2.695 2.267 5.088
Cl -3.772 3.316 5.960
C -2.479 2.475 3.713
Cl -3.268 3.767 2.864
C -1.625 1.654 2.994
O -1.367 1.769 1.720
C -0.947 0.594 3.667
O -0.134 -0.109 2.931
C -1.171 0.399 5.021
Cl -0.330 -0.902 5.805
*
```

Molecular formula: C16H19N3O2S2
Method: DFT, the ωB97M-V functional and the def2-TZVPD basis

Values from the calculation:
ΔE to the lowest compared entry with this formula, charge and spin: 14.268 eV
Highest occupied orbital energy: -8.2357 eV

```
! wB97M-V def2-TZVPD RIJCOSX def2/J DEFGRID3
* xyz 0 1
C 0.025 -6.429 -3.043
C -0.154 -5.542 -1.990
C 0.895 -5.241 -0.989
C 0.640 -4.223 -0.085
C -0.513 -3.565 -0.138
N -0.814 -2.642 0.897
C -0.091 -1.678 1.706
S -0.599 -0.841 3.118
N 1.242 -1.426 0.977
C 1.825 -0.307 1.244
C 1.349 1.072 0.784
C 1.995 2.098 1.439
C 1.400 3.467 0.936
C 0.692 3.498 -0.219
S 0.036 4.937 -0.801
N -1.412 5.377 0.183
O 0.954 6.041 -0.718
O -0.387 4.806 -2.010
C 0.003 2.415 -0.610
C 0.518 1.076 -0.122
C -1.705 -3.795 -0.891
C -2.881 -3.168 -0.695
C -1.567 -4.670 -1.901
H 0.991 -6.043 -3.427
H -0.884 -6.452 -3.818
H 0.005 -7.237 -2.501
H 1.821 -5.536 -1.092
H 1.149 -3.951 0.776
H -1.626 -2.701 1.485
H 1.148 -1.748 0.117
H 1.900 -0.183 2.352
H 2.930 -0.436 1.001
H 2.596 2.145 2.228
H 1.976 4.392 1.201
H -2.242 5.318 -0.358
H -1.097 6.068 0.870
H -0.295 2.333 -1.477
H 0.011 0.234 -0.584
H -2.896 -2.166 -0.671
H -3.458 -3.524 0.398
H -3.471 -3.360 -1.486
H -2.047 -5.010 -2.536
*
```

Molecular formula: C4H7N2O
Method: DFT, the ωB97M-V functional and the def2-TZVPD basis

Values from the calculation:
ΔE to the lowest compared entry with this formula, charge and spin: 2.563 eV
Highest occupied orbital energy (alpha / beta): -1.0583 / -1.0599 eV

```
! wB97M-V def2-TZVPD RIJCOSX def2/J DEFGRID3
* xyz -1 1
H 2.514 -1.627 -1.084
N 1.658 -1.328 -0.656
C 1.370 -0.062 -0.841
C -0.115 0.317 -0.299
N -0.944 0.959 -1.325
O -1.096 2.297 -1.172
C -0.941 -0.584 0.568
C -0.615 0.759 1.065
H 2.051 0.804 -1.296
H -0.577 0.792 -2.288
H -0.450 -1.454 0.987
H -1.814 -0.884 0.062
H -1.423 1.589 0.903
H 0.087 1.004 1.917
*
```

Molecular formula: C26H25BrN3O4STc
Method: DFT, the ωB97M-V functional and the def2-TZVPD basis

Values from the calculation:
Expectation value of S²: 3.766
ΔE to the lowest compared entry with this formula, charge and spin: 0.000 eV
Highest occupied orbital energy (alpha / beta): -10.0271 / -9.5873 eV

```
! wB97M-V def2-TZVPD RIJCOSX def2/J DEFGRID3
* xyz 1 4
Tc 0.453 -0.259 0.247
C 3.859 1.319 2.610
C 3.276 0.612 1.424
O 2.118 0.174 1.492
N 4.034 0.502 0.331
C 3.638 -0.232 -0.868
C 2.808 0.584 -1.828
C 3.373 1.143 -2.962
C 2.579 1.871 -3.834
C 1.232 2.010 -3.548
C 0.738 1.420 -2.400
N 1.503 0.727 -1.549
H 3.430 0.892 3.512
H 3.571 2.371 2.562
H 4.944 1.253 2.642
H 4.961 0.892 0.369
H 3.082 -1.118 -0.567
H 4.550 -0.556 -1.364
H 4.427 1.002 -3.160
H 3.006 2.315 -4.723
H 0.566 2.560 -4.198
H -0.312 1.500 -2.142
C 0.761 -7.555 -2.379
O 1.322 -6.395 -1.771
C 0.579 -5.283 -1.711
C -0.728 -5.194 -2.231
C -1.393 -4.007 -2.124
C -0.835 -2.862 -1.507
C -1.582 -1.645 -1.459
C -2.945 -1.500 -2.066
O -1.163 -0.601 -0.889
C 0.483 -2.983 -0.966
O 1.106 -2.016 -0.341
C 1.163 -4.193 -1.093
H 1.524 -8.323 -2.306
H 0.529 -7.371 -3.429
H -0.134 -7.880 -1.848
H -1.203 -6.037 -2.708
H -2.395 -3.954 -2.523
H -3.151 -2.189 -2.877
H -3.057 -0.476 -2.419
H -3.685 -1.654 -1.277
H 2.157 -4.284 -0.679
S -2.093 -0.659 3.932
C -1.681 -2.247 3.457
C -0.870 -2.279 2.359
C -0.572 -0.980 1.856
C -1.191 -0.013 2.615
C -1.047 1.371 2.247
C -1.578 2.463 2.935
C -1.327 3.738 2.480
C -0.544 3.922 1.342
C -0.061 2.806 0.700
N -0.305 1.559 1.126
H -2.052 -3.084 4.028
H -0.500 -3.200 1.931
H -2.174 2.293 3.821
H -1.733 4.591 3.007
H -0.323 4.906 0.957
H 0.543 2.896 -0.194
Br -2.887 2.097 -1.145
*
```

Molecular formula: C5H11NO2
Method: DFT, the ωB97M-V functional and the def2-TZVPD basis

Values from the calculation:
ΔE to the lowest compared entry with this formula, charge and spin: 7.503 eV
Highest occupied orbital energy (alpha / beta): -8.3784 / -8.3780 eV

```
! wB97M-V def2-TZVPD RIJCOSX def2/J DEFGRID3
* xyz 0 1
C -0.499 1.340 -1.291
C 1.459 1.014 1.041
C 0.172 0.267 1.129
C -0.711 0.260 2.120
O -0.624 0.228 -0.420
H -0.785 2.239 -0.741
H -1.183 1.208 -2.132
H 0.526 1.434 -1.660
H 2.096 0.716 1.874
H 1.981 0.762 0.119
H 1.299 2.092 1.082
H -0.473 0.775 3.041
H -1.619 -0.320 2.067
C -0.512 -2.167 -1.366
N 0.408 -1.173 -0.811
O 0.610 -1.407 0.468
H -0.758 -1.882 -2.389
H -1.407 -2.265 -0.751
H 0.021 -3.121 -1.381
*
```

Calculated molecular weight in order - 106.17; 920.43; 523.54; 411.53; 218.61; 133.15; 131.11; 837.56; 349.48; 99.11; 653.47; 117.15 u
Calculated electronic energy in order - -345.49160; -12854.44715; -2457.84989; -1477.55949; -1179.14083; -473.78841; -1501.73335; -5768.47115; -1731.75191; -341.20996; -4523.84346; -402.10241 hartree